{"formula": "C2H9N2O", "method": "ωB97M-V/def2-TZVPD", "elements": ["C", "C", "N", "N", "O", "H", "H", "H", "H", "H", "H", "H", "H", "H"], "positions_angstrom": [[1.85770, 0.58841, -0.02706], [0.25871, -1.25265, -0.08386], [-0.97529, -1.69606, -0.07688], [0.53716, 0.01499, -0.05679], [-2.17917, 0.96497, -0.05201], [2.04270, 1.05750, 0.94022], [2.60945, -0.17705, -0.19902], [1.94231, 1.35233, -0.80009], [1.07468, -1.96783, -0.11176], [-1.73451, -1.01718, -0.06223], [-1.19366, -2.67804, -0.10190], [-2.51919, 1.42466, -0.82635], [-0.25832, 0.66227, -0.02298], [-2.70099, 1.28215, 0.69036]], "forces_ev_per_angstrom": [[0.63, 0.35, 0.06], [0.11, -0.11, 0.01], [-0.37, 0.04, -0.01], [-0.60, 0.23, 0.00], [0.12, -0.12, -0.06], [0.00, -0.06, -0.04], [0.00, -0.03, -0.02], [0.02, -0.11, 0.01], [-0.04, 0.04, 0.00], [0.02, -0.19, -0.02], [0.13, 0.01, -0.01], [-0.10, 0.06, -0.08], [0.17, -0.22, 0.02], [-0.10, 0.11, 0.14]], "gap_ev": 11.8, "energy_ev": -7242.0779, "charge": 1, "de_lowest_kcal_mol": 6.4}